No. 1
{
  "formula": "C13H28IrNO4P2",
  "method": "wB97M-V/def2-TZVPD",
  "e_tot_ev": -45024.6486,
  "gap_ev": [4.4, 6.9],
  "lumo_ev": [0.469, -2.169],
  "e_homo_ev": [-3.91, -9.08],
  "multiplicity": 5,
  "species": ["C", "C", "N", "C", "C", "C", "C", "P", "Ir", "P", "C", "O", "O", "H", "H", "H", "C", "C", "H", "H", "H", "H", "C", "C", "H", "H", "H", "H", "H", "H", "H", "H", "H", "H", "H", "H", "H", "H", "H", "H", "H", "H", "C", "O", "C", "O", "H", "H", "H"],
  "xyz": [[3.43, 1.85, 0.44], [2.29, 1.03, 0.71], [1.74, 0.26, -0.31], [2.35, 0.17, -1.49], [3.59, 0.77, -1.69], [4.12, 1.63, -0.74], [1.76, 0.85, 1.99], [0.29, -0.11, 2.18], [-0.17, -0.68, -0.03], [-0.08, -0.90, -2.29], [1.75, -0.69, -2.54], [-0.27, 4.74, 2.03], [-3.73, 2.65, 0.90], [3.75, 2.57, 1.20], [4.10, 0.55, -2.62], [5.05, 2.18, -0.95], [1.07, -1.57, 3.07], [-0.96, 0.46, 3.36], [1.94, -0.34, -3.56], [2.18, -1.69, -2.43], [0.47, 4.36, 2.55], [2.23, 1.40, 2.81], [-0.59, -2.49, -2.90], [-0.82, 0.39, -3.36], [-0.83, 0.82, -0.40], [-3.22, 1.89, 1.46], [-3.12, 3.38, 1.05], [0.05, 5.00, 1.13], [0.39, -2.19, 0.27], [-0.77, 0.62, -1.15], [1.46, -1.18, 4.02], [0.41, -2.43, 3.29], [1.90, -1.91, 2.44], [-0.54, 0.77, 4.32], [-1.50, 1.28, 2.88], [-1.71, -0.33, 3.55], [-0.50, 0.20, -4.40], [-1.92, 0.31, -3.28], [-0.48, 1.40, -3.05], [-0.26, -2.61, -3.93], [-0.15, -3.27, -2.27], [-1.68, -2.55, -2.83], [-3.67, -2.97, -0.14], [-2.54, -2.15, -0.56], [-2.13, -1.17, 0.32], [-2.88, -0.73, 1.18], [-3.29, -3.86, 0.39], [-4.14, -3.28, -1.07], [-4.37, -2.42, 0.49]],
  "nbo_charge": [-0.2417, 0.1495, -0.5975, 0.0631, -0.1440, -0.3471, -0.5243, 1.0299, 0.4649, 1.0770, -0.7335, -0.9583, -0.9407, 0.2059, 0.2079, 0.2121, -0.9177, -0.9515, 0.2343, 0.2411, 0.4777, 0.2255, -0.9742, -0.9746, 0.0132, 0.4752, 0.4658, 0.4806, -0.3468, 0.0172, 0.2128, 0.2419, 0.2503, 0.2363, 0.2421, 0.2763, 0.2419, 0.2545, 0.2593, 0.2278, 0.2699, 0.2657, -0.2777, -0.5680, 0.5650, -0.6760, 0.1861, 0.1896, 0.2131]
}



No. 2
{
  "formula": "C30H60LaP2Si2",
  "method": "wB97M-V/def2-TZVPD",
  "e_tot_ev": -67263.0750,
  "gap_ev": [5.3, 5.1],
  "lumo_ev": [-2.863, -3.120],
  "charge": 1,
  "e_homo_ev": [-8.20, -8.26],
  "multiplicity": 1,
  "species": ["La", "C", "C", "C", "C", "C", "C", "H", "H", "H", "C", "H", "H", "H", "C", "H", "H", "H", "C", "H", "H", "H", "C", "H", "H", "H", "C", "C", "C", "C", "C", "C", "C", "C", "H", "H", "H", "H", "H", "H", "H", "H", "H", "H", "H", "H", "P", "C", "C", "P", "C", "C", "C", "H", "H", "H", "H", "H", "H", "H", "H", "H", "H", "H", "H", "H", "H", "C", "Si", "C", "C", "C", "Si", "C", "C", "C", "H", "H", "H", "H", "H", "H", "H", "H", "H", "H", "H", "H", "H", "H", "H", "H", "H", "H", "H"],
  "xyz": [[1.10, -0.51, 0.61], [-1.01, -1.59, 2.33], [-0.55, -2.54, 1.36], [1.04, -2.37, 3.04], [-0.06, -1.56, 3.38], [0.77, -2.97, 1.79], [-2.37, -1.00, 2.40], [-2.95, -1.14, 1.49], [-2.33, 0.08, 2.61], [-2.97, -1.44, 3.21], [-0.29, -0.93, 4.70], [-1.36, -0.98, 4.96], [-0.01, 0.12, 4.68], [0.27, -1.39, 5.53], [2.21, -2.64, 3.91], [1.92, -2.70, 4.97], [2.97, -1.86, 3.82], [2.68, -3.60, 3.65], [1.62, -3.95, 1.08], [2.19, -4.58, 1.78], [2.34, -3.48, 0.38], [0.97, -4.61, 0.48], [-1.37, -3.22, 0.33], [-1.38, -4.31, 0.46], [-1.00, -3.05, -0.69], [-2.41, -2.89, 0.37], [-2.79, 1.57, -2.23], [-3.58, 0.75, -1.48], [-3.71, -0.70, -1.80], [-3.30, -1.10, -3.25], [-1.89, -1.27, -3.58], [-0.86, -1.25, -2.61], [-0.84, -0.04, -1.65], [-1.34, 1.26, -2.31], [-4.76, -0.97, -1.61], [-3.72, -0.35, -3.93], [-3.17, -1.31, -1.05], [-1.04, 1.19, -3.45], [-3.12, 2.51, -2.67], [-4.19, 1.08, -0.61], [-0.77, 2.12, -1.88], [-1.40, -0.30, -0.73], [-0.71, -2.22, -2.08], [0.24, 0.25, -1.43], [-3.83, -2.04, -3.46], [-1.66, -1.75, -4.53], [-0.08, 0.97, -4.74], [-0.01, 2.69, -5.20], [-0.99, 0.24, -6.14], [1.28, -1.25, -3.05], [1.45, 0.28, -4.07], [1.28, -2.44, -4.41], [2.92, -1.41, -2.30], [0.97, 3.11, -4.95], [-0.81, 3.20, -4.65], [-0.20, 2.76, -6.28], [-0.73, 0.82, -7.05], [-2.07, 0.34, -5.95], [-0.77, -0.82, -6.31], [3.63, -1.15, -3.09], [3.10, -2.45, -1.97], [3.10, -0.71, -1.46], [1.96, 1.05, -3.47], [2.10, 0.03, -4.93], [1.86, -3.32, -4.11], [1.75, -1.98, -5.29], [0.27, -2.79, -4.68], [-0.01, 4.35, 2.52], [-0.67, 2.60, 2.60], [-1.11, 2.30, 4.39], [-2.25, 2.48, 1.62], [0.66, 1.53, 1.77], [2.37, 1.58, 2.61], [2.42, 1.18, 4.44], [3.54, 0.29, 1.82], [3.09, 3.29, 2.41], [-0.88, 5.02, 2.53], [0.56, 4.55, 1.61], [0.61, 4.60, 3.39], [-1.67, 3.20, 4.72], [-1.79, 1.45, 4.52], [-0.27, 2.19, 5.08], [-2.08, 2.10, 0.60], [-3.00, 1.84, 2.11], [-2.69, 3.49, 1.54], [0.82, 2.15, 0.87], [2.24, 0.10, 4.60], [3.43, 1.41, 4.81], [1.70, 1.75, 5.04], [3.73, 0.38, 0.73], [4.50, 0.53, 2.31], [3.34, -0.77, 2.07], [2.97, 3.67, 1.39], [2.65, 4.02, 3.10], [4.17, 3.23, 2.63]],
  "lowdin_charge": [1.8508, -0.2867, -0.3665, -0.2786, -0.2421, -0.3825, -0.0274, 0.0706, 0.0387, 0.1027, -0.0275, 0.0902, 0.0320, 0.0924, -0.0306, 0.0901, 0.0581, 0.0805, -0.0500, 0.0871, 0.0602, 0.0859, -0.0430, 0.1008, 0.0430, 0.0750, -0.1046, -0.1345, -0.1890, -0.1715, -0.1441, -0.3571, -0.3212, -0.2867, 0.1245, 0.1140, 0.0831, -0.0643, 0.1084, 0.1134, 0.1274, 0.0853, 0.0695, -0.0148, 0.1248, 0.0782, 0.8278, -0.2300, -0.2425, 0.8288, -0.4525, -0.2103, -0.2814, 0.0501, 0.0504, 0.0438, 0.0394, 0.0560, 0.0380, 0.0551, 0.0515, -0.0010, 0.0711, 0.0571, 0.0551, 0.0524, 0.0473, -0.1890, 0.4035, -0.1755, -0.1716, -0.5736, 0.3722, -0.1532, -0.2526, -0.1766, 0.0372, 0.0327, 0.0302, 0.0490, 0.0252, 0.0153, 0.0130, 0.0257, 0.0430, -0.0164, 0.0152, 0.0524, 0.0279, 0.0123, 0.0677, 0.0058, 0.0400, 0.0317, 0.0384]
}



No. 3
{
  "formula": "C4H10NO2",
  "method": "wB97M-V/def2-TZVPD",
  "e_tot_ev": -9874.4060,
  "gap_ev": [12.8, 7.5],
  "lumo_ev": [-8.915, -14.262],
  "charge": 2,
  "e_homo_ev": [-21.75, -21.75],
  "multiplicity": 2,
  "species": ["C", "C", "C", "C", "O", "O", "N", "H", "H", "H", "H", "H", "H", "H", "H", "H", "H"],
  "xyz": [[1.35, -0.99, 0.45], [-0.14, -0.63, 0.27], [-0.31, 0.83, -0.21], [-0.30, 0.96, -1.76], [-0.37, 2.22, -2.13], [-0.24, 0.03, -2.53], [-0.79, -0.66, 1.65], [1.57, -2.00, 0.79], [1.77, -1.03, -0.57], [1.85, -0.17, 0.96], [-0.70, -1.32, -0.36], [-1.17, 1.26, 0.30], [0.52, 1.50, 0.05], [-0.20, 2.34, -3.10], [-0.94, -1.64, 1.97], [-0.15, -0.46, 2.44], [-1.72, -0.25, 1.76]],
  "nbo_charge": [-0.6564, -0.0505, -0.4818, 0.7933, -0.5140, 0.0073, -0.7024, 0.2812, 0.2607, 0.2433, 0.2556, 0.2966, 0.3085, 0.5612, 0.4691, 0.4680, 0.4605]
}



No. 4
{
  "formula": "C24H42Cl3MgN4O3Si",
  "method": "wB97M-V/def2-TZVPD",
  "e_tot_ev": -88569.4572,
  "gap_ev": 5.3,
  "lumo_ev": 1.962,
  "charge": -1,
  "e_homo_ev": -3.34,
  "multiplicity": 1,
  "species": ["C", "C", "H", "H", "H", "C", "C", "H", "H", "H", "H", "Mg", "Cl", "Cl", "C", "O", "N", "C", "C", "H", "H", "H", "H", "H", "H", "H", "H", "H", "C", "C", "N", "H", "C", "O", "H", "H", "H", "H", "O", "C", "C", "C", "H", "C", "H", "C", "H", "C", "C", "H", "H", "H", "Si", "Cl", "C", "C", "C", "H", "H", "H", "H", "H", "H", "H", "H", "H", "C", "N", "C", "C", "N", "C", "H", "H", "H", "H", "H", "H"],
  "xyz": [[-1.53, -0.47, -4.83], [-0.17, -0.93, -4.40], [-1.67, -0.58, -5.91], [-1.67, 0.59, -4.54], [-2.30, -1.05, -4.31], [0.90, -1.04, -5.21], [0.88, -0.72, -6.67], [1.87, -1.30, -4.79], [0.39, 0.24, -6.87], [0.36, -1.50, -7.24], [1.90, -0.67, -7.04], [-0.60, 1.02, 0.48], [-2.24, -0.76, 0.12], [-1.70, 3.55, 0.83], [0.69, -1.67, 0.93], [0.84, -0.43, 0.88], [1.64, -2.51, 1.35], [2.99, -2.04, 1.63], [1.39, -3.95, 1.48], [-0.28, -2.13, 0.66], [2.97, -0.97, 1.81], [3.66, -2.27, 0.79], [3.35, -2.57, 2.52], [0.32, -4.14, 1.33], [1.69, -4.28, 2.48], [1.97, -4.52, 0.73], [1.09, 2.50, -3.46], [3.46, 0.85, -3.36], [1.75, 3.08, -2.80], [3.73, 1.63, -2.62], [2.56, 2.20, -1.97], [1.15, 3.74, -2.16], [2.10, 1.69, -0.81], [1.07, 2.07, -0.23], [4.39, 1.19, -1.86], [2.75, 0.89, -0.40], [2.45, 3.67, -3.41], [4.26, 2.43, -3.16], [0.32, 0.23, -2.58], [0.03, -1.02, -2.87], [2.39, -1.72, -2.17], [1.07, -2.08, -2.41], [2.66, -0.66, -2.18], [3.34, -2.72, -1.91], [-0.95, -1.33, -2.44], [0.67, -3.41, -2.32], [4.39, -2.45, -1.74], [2.95, -4.06, -1.90], [1.61, -4.41, -2.08], [-0.39, -3.63, -2.45], [3.69, -4.85, -1.75], [1.28, -5.45, -2.05], [-2.98, 3.22, -1.01], [-1.49, 1.82, -1.74], [-2.64, 5.07, -1.35], [-4.33, 2.52, 0.14], [-4.05, 3.01, -2.65], [-1.57, 5.25, -1.46], [-3.01, 5.71, -0.54], [-3.13, 5.40, -2.28], [-3.48, 3.32, -3.53], [-4.97, 3.61, -2.61], [-4.33, 1.96, -2.79], [-4.00, 1.55, 0.53], [-5.26, 2.37, -0.42], [-4.52, 3.20, 0.98], [-0.57, -0.13, 5.94], [-1.07, 0.44, 4.71], [-2.25, 1.15, 4.54], [-2.33, 1.44, 3.20], [-1.16, 1.00, 2.58], [-0.45, 0.36, 3.49], [-0.16, 0.65, 6.59], [-1.38, -0.63, 6.48], [0.22, -0.85, 5.73], [-2.91, 1.39, 5.35], [-3.11, 1.95, 2.66], [0.51, -0.14, 3.36]],
  "lowdin_charge": [-0.0494, -0.2363, 0.0638, 0.0783, 0.0824, -0.1455, -0.1397, 0.0926, 0.0686, 0.0656, 0.0551, 0.2141, -0.0572, 0.2441, -0.2974, -0.1124, -0.1568, -0.0278, -0.0417, 0.0687, 0.0866, 0.0797, 0.0835, 0.0988, 0.0842, 0.0766, 0.0917, 0.0893, -0.0344, -0.0654, -0.1665, 0.0893, -0.2863, -0.1253, 0.0876, 0.1356, 0.0787, 0.0827, -0.3236, -0.5083, -0.0432, -0.1558, 0.0746, -0.1121, 0.0942, -0.0379, 0.0951, -0.1383, -0.1164, 0.1203, 0.0885, 0.0937, -0.1234, 0.4495, -0.2763, -0.2573, -0.3023, 0.0057, 0.0089, 0.0065, 0.0014, 0.0101, 0.0075, -0.0188, 0.0141, 0.0070, -0.0342, -0.1420, -0.0480, -0.1248, -0.0264, -0.1253, 0.0881, 0.0889, 0.0881, 0.1111, 0.0728, 0.1325]
}